P | {
  "formula": "C5H12N4",
  "method": "ωB97M-V with the def2-TZVPD basis set",
  "lumo_ev": 0.66,
  "species": ["C", "C", "C", "N", "C", "C", "N", "N", "N", "H", "H", "H", "H", "H", "H", "H", "H", "H", "H", "H", "H"],
  "xyz": [[-1.318, 0.606, -0.700], [0.589, -0.784, 1.592], [-2.198, 1.513, 0.144], [1.085, -1.029, 0.258], [0.841, -0.194, -0.832], [0.277, 1.128, -0.494], [1.492, -2.340, -0.049], [1.186, -0.410, -2.044], [0.522, 2.338, -0.557], [2.328, -2.578, 0.483], [0.760, -3.013, 0.171], [1.800, -1.217, -2.128], [1.503, 2.599, -0.496], [-1.514, -0.445, -0.480], [-1.497, 0.755, -1.766], [0.348, 0.267, 1.704], [-0.305, -1.375, 1.810], [1.364, -1.034, 2.323], [-2.066, 1.309, 1.207], [-1.951, 2.555, -0.040], [-3.246, 1.348, -0.106]]
}

---

Q | {
  "formula": "C5H12N4",
  "method": "ωB97M-V with the def2-TZVPD basis set",
  "lumo_ev": 0.68,
  "species": ["C", "C", "C", "C", "N", "N", "N", "C", "N", "H", "H", "H", "H", "H", "H", "H", "H", "H", "H", "H", "H"],
  "xyz": [[-0.490, 0.773, 0.595], [-0.667, 0.070, -0.720], [1.862, -1.249, -0.546], [-1.275, -1.295, -0.816], [1.195, -0.004, -0.943], [-1.279, 1.989, 0.743], [-0.699, -0.056, 1.766], [1.088, 1.087, 0.447], [1.900, 1.827, 0.898], [1.548, 0.321, -1.843], [-0.939, 0.740, -1.534], [-1.697, -0.070, 1.961], [-0.780, 2.581, 1.410], [-1.275, 2.513, -0.130], [-0.231, 0.386, 2.552], [1.874, -1.949, -1.384], [1.334, -1.691, 0.300], [2.894, -1.057, -0.243], [-0.938, -1.947, -0.010], [-1.059, -1.760, -1.782], [-2.365, -1.208, -0.722]]
}

---

Verdict on stability: P comes out on top.